{"formula": "C33H32OP2Ru", "method": "ωB97M-V/def2-TZVPD", "de_lowest_kj_mol": 481.15, "total_charge": 2, "s_squared": 6.050, "homo_energy_ev": [-13.5, -13.6], "spin_multiplicity": 5, "symbols": ["Ru", "C", "C", "C", "C", "C", "C", "C", "H", "H", "H", "H", "H", "H", "H", "H", "C", "C", "P", "C", "C", "C", "C", "C", "C", "C", "C", "C", "C", "C", "C", "P", "C", "C", "C", "C", "C", "C", "C", "C", "C", "C", "C", "C", "H", "H", "H", "H", "H", "H", "H", "H", "H", "H", "H", "H", "H", "H", "H", "H", "H", "H", "H", "H", "H", "H", "H", "H", "O"], "positions_angstrom": [[0.11945, -0.12381, 0.10069], [1.18009, 3.52606, 0.05629], [1.52487, 2.20770, 0.69150], [2.47144, 1.36016, 0.09518], [2.84516, 0.16219, 0.70220], [2.26724, -0.21265, 1.91249], [1.31075, 0.61040, 2.50952], [0.95114, 1.81668, 1.90626], [0.12827, 3.77889, 0.20339], [1.40398, 3.52556, -1.00999], [1.76298, 4.32723, 0.51381], [2.93418, 1.65955, -0.83816], [3.59542, -0.46721, 0.23966], [2.56009, -1.13953, 2.38802], [0.85650, 0.32210, 3.44880], [0.23803, 2.47294, 2.39025], [-0.54071, -3.41631, 0.81920], [-1.63006, -2.47587, 1.32811], [-2.49227, -1.39300, -0.05185], [-2.97911, 0.03244, -1.20861], [-4.02387, -0.18232, -2.09013], [-4.30185, 0.81925, -3.02933], [-3.56518, 1.98416, -3.07455], [-2.53646, 2.23764, -2.15631], [-2.29510, 1.23609, -1.26611], [-4.02107, -2.37068, -0.16881], [-4.03456, -3.61225, -0.79954], [-5.19852, -4.36842, -0.81438], [-6.34613, -3.88552, -0.20226], [-6.33629, -2.64462, 0.42267], [-5.18059, -1.88013, 0.43470], [0.85243, -2.47244, -0.01542], [2.29107, -3.54999, -0.07920], [2.78275, -4.05049, 1.13151], [3.82902, -4.95528, 1.13374], [4.40007, -5.35257, -0.06928], [3.93290, -4.83703, -1.26806], [2.88109, -3.93154, -1.28099], [0.35091, -2.32914, -1.76928], [0.55807, -1.09857, -2.41595], [0.03102, -0.88097, -3.68604], [-0.67019, -1.88071, -4.33807], [-0.83353, -3.11854, -3.72840], [-0.32206, -3.33792, -2.46024], [-0.93668, -4.20655, 0.18081], [-0.10043, -3.90529, 1.69152], [-1.23545, -1.81814, 2.10355], [-2.47030, -3.01864, 1.75676], [-4.60251, -1.09216, -2.08863], [-5.10631, 0.66523, -3.73533], [-3.76948, 2.74361, -3.81663], [-1.96818, 3.15812, -2.19841], [-1.04229, 1.73555, -0.53106], [-3.14161, -3.99052, -1.28457], [-5.20961, -5.33212, -1.30534], [-7.25191, -4.47631, -0.21144], [-7.23159, -2.26907, 0.89939], [-5.18275, -0.90905, 0.91658], [2.34741, -3.74196, 2.07658], [4.19907, -5.35020, 2.06998], [5.21613, -6.06228, -0.06817], [4.38600, -5.13961, -2.20226], [2.53073, -3.53089, -2.22265], [1.14010, -0.27660, -1.97450], [0.19130, 0.07196, -4.17425], [-1.06656, -1.70485, -5.32896], [-1.35510, -3.91385, -4.24435], [-0.44188, -4.31138, -1.99804], [-1.51076, 1.21566, 0.20070]], "atomic_forces_ev_per_a": [[1.2, -0.9, 1.5], [-0.1, 0.0, 0.0], [0.0, 0.0, -0.2], [0.0, -0.1, -0.1], [0.1, 0.1, -0.1], [-0.1, 0.1, 0.2], [0.1, -0.1, -0.1], [0.0, -0.1, 0.0], [0.0, 0.0, 0.0], [0.0, 0.0, 0.0], [0.0, 0.0, 0.0], [0.0, 0.0, 0.0], [0.0, 0.0, 0.0], [0.0, 0.0, 0.0], [0.0, 0.0, 0.0], [-0.1, -0.1, 0.0], [0.3, 0.3, -0.4], [0.3, 0.7, 0.2], [-0.6, -0.6, -0.9], [0.1, -0.7, 0.4], [0.1, 0.3, -0.6], [0.0, -0.2, 0.1], [0.3, 0.1, -0.1], [0.4, 0.4, 0.2], [-1.7, -2.6, 2.9], [0.2, 0.0, -0.1], [0.1, -0.1, 0.1], [0.0, 0.0, 0.0], [0.0, 0.0, 0.0], [0.0, 0.0, 0.0], [0.0, 0.0, 0.0], [-1.2, 0.1, -1.0], [0.0, -0.1, 0.6], [0.0, 0.0, -0.1], [0.0, 0.0, 0.0], [0.0, 0.0, 0.0], [0.0, 0.1, 0.0], [0.0, 0.0, 0.0], [-0.1, 0.0, -0.1], [-0.2, 0.0, -0.1], [0.1, 0.1, 0.0], [0.0, 0.0, 0.0], [0.0, 0.0, 0.0], [-0.1, -0.1, 0.2], [0.0, 0.0, 0.0], [0.0, 0.0, 0.0], [0.0, 0.1, 0.0], [-0.2, 0.0, -0.2], [0.0, 0.0, 0.0], [0.0, 0.0, 0.0], [-0.1, 0.0, 0.0], [-0.1, 0.1, 0.2], [1.4, 0.7, 2.2], [0.0, 0.0, 0.0], [0.0, 0.0, 0.0], [0.0, 0.0, 0.0], [0.0, 0.0, 0.0], [0.0, 0.0, 0.0], [0.0, 0.0, 0.0], [0.0, 0.0, 0.0], [0.0, 0.0, 0.0], [0.0, 0.0, 0.0], [0.0, 0.0, 0.0], [0.1, -0.4, -0.1], [0.0, 0.0, 0.0], [0.0, 0.0, 0.0], [0.0, 0.0, 0.0], [0.0, 0.0, 0.0], [-0.6, 2.5, -4.7]], "nbo_charge": [0.649, -0.652, -0.021, -0.236, -0.232, -0.152, -0.220, -0.228, 0.222, 0.229, 0.266, 0.247, 0.253, 0.232, 0.248, 0.252, -0.720, -0.579, 1.075, -0.335, -0.169, -0.176, -0.149, -0.288, 0.301, -0.338, -0.233, -0.192, -0.171, -0.176, -0.241, 0.898, -0.312, -0.217, -0.192, -0.164, -0.178, -0.220, -0.368, -0.251, -0.194, -0.183, -0.186, -0.160, 0.250, 0.273, 0.244, 0.275, 0.257, 0.252, 0.254, 0.261, 0.494, 0.214, 0.238, 0.242, 0.240, 0.227, 0.209, 0.239, 0.240, 0.237, 0.229, 0.215, 0.233, 0.241, 0.238, 0.215, -0.755]}